1.
13
Properties=species:S:1:pos:R:3 method="wB97M-V/def2-TZVPD" orbital_gap_ev="6.752 / 6.750" homo_energy_ev="-7.959 / -7.958" total_charge=0
C -0.744 0.667 -1.012
C -0.772 -0.267 1.231
C 1.039 -0.758 -0.314
N -0.204 -0.311 -0.093
Cl 1.547 -0.930 -1.947
Br 1.793 -2.050 0.837
I 2.775 1.657 0.320
H -0.159 1.594 -0.957
H -0.711 0.291 -2.032
H -1.775 0.875 -0.739
H -0.638 0.724 1.673
H -1.839 -0.483 1.153
H -0.313 -1.007 1.880

2.
50
Properties=species:S:1:pos:R:3 method="wB97M-V/def2-TZVPD" orbital_gap_ev="7.737 / 7.497" homo_energy_ev="-5.423 / -5.184" multiplicity=2 total_charge=-1
Co -0.769 0.062 0.295
O 1.883 1.174 2.008
S 0.633 0.503 2.303
O 0.420 0.206 3.706
O 0.533 -0.788 1.468
O -0.548 1.279 1.709
N 1.917 -0.197 -1.086
N 1.513 -1.304 -1.839
C 0.304 -1.836 -1.869
N 0.081 -2.813 -2.771
N -0.616 -1.327 -1.062
N -1.800 -1.938 -0.839
O -2.191 -2.926 -1.400
O -2.450 -1.354 -0.012
H 1.308 0.593 -1.259
H 1.863 -0.420 -0.093
H 2.092 -1.482 -2.640
H 0.871 -3.416 -2.943
H -0.781 -3.303 -2.568
Br -2.744 4.989 -3.747
C -2.233 3.520 -2.634
C -1.459 2.509 -3.163
C -1.068 1.455 -2.333
C -1.423 1.378 -0.980
C -2.239 2.423 -0.511
C -2.641 3.487 -1.310
H -1.155 2.535 -4.204
H -0.469 0.671 -2.798
H -2.557 2.412 0.527
H -3.248 4.289 -0.907
C -4.100 -4.026 1.599
C -2.962 -4.057 2.611
N -1.714 -4.500 1.988
C -0.561 -3.775 1.958
S 0.525 -3.982 0.677
N -0.298 -2.972 2.997
C -0.634 -3.218 4.395
C -1.422 -2.086 5.053
H -5.001 -3.627 2.069
H -4.324 -5.031 1.228
H -3.839 -3.386 0.760
H -3.219 -4.726 3.436
H -2.808 -3.058 3.011
H -1.824 -5.060 1.161
H 0.280 -2.168 2.778
H 0.308 -3.349 4.931
H -1.176 -4.162 4.453
H -1.024 -1.128 4.720
H -1.330 -2.146 6.139
H -2.481 -2.129 4.792

3.
15
Properties=species:S:1:pos:R:3 method="wB97M-V/def2-TZVPD" orbital_gap_ev=5.561 smiles=[O-]CCCCO homo_energy_ev=-2.082 total_charge=-1
O -2.895 -0.008 0.392
C -2.003 -0.113 -0.594
C -0.603 0.494 -0.264
C 0.508 -0.561 -0.139
C 1.712 -0.174 0.695
O 2.797 0.305 -0.125
H -1.802 -1.186 -0.892
H -2.272 0.365 -1.573
H -0.676 1.058 0.673
H -0.317 1.235 -1.032
H 0.032 -1.468 0.253
H 0.809 -0.835 -1.157
H 2.081 -1.060 1.225
H 1.430 0.588 1.421
H 3.146 1.117 0.257

4.
50
Properties=species:S:1:pos:R:3 method="wB97M-V/def2-TZVPD" orbital_gap_ev="6.834 / 4.298" homo_energy_ev="-10.735 / -10.668" multiplicity=2 total_charge=+1
Ir 0.341 -0.037 0.744
C 1.558 -3.270 3.421
O 0.252 -3.536 3.944
C -0.779 -2.718 3.806
C -1.879 -3.023 4.622
C -2.982 -2.213 4.634
C -3.010 -1.054 3.844
C -1.972 -0.740 2.989
C -2.085 0.508 2.254
N -1.212 0.945 1.428
N -1.488 2.091 0.711
C -0.523 2.381 -0.120
O 0.626 1.732 -0.139
C -0.785 3.434 -1.119
C -2.052 4.001 -1.240
C -2.317 4.868 -2.284
C -1.323 5.178 -3.204
C -0.050 4.645 -3.063
C 0.220 3.773 -2.021
C -0.860 -1.626 2.889
O 0.083 -1.525 1.981
H 2.207 -3.988 3.912
H 1.875 -2.256 3.664
H 1.584 -3.415 2.344
H -1.808 -3.896 5.255
H -3.816 -2.447 5.280
H -3.855 -0.380 3.903
H -2.971 1.121 2.392
H -2.816 3.744 -0.520
H -3.304 5.301 -2.386
H -1.540 5.843 -4.030
H 0.728 4.903 -3.768
H 1.205 3.343 -1.897
Cl -1.636 0.245 -3.633
C -0.127 -0.471 -3.244
C 0.745 -0.904 -4.265
C 1.968 -1.440 -3.969
Cl 2.993 -1.991 -5.240
C 2.401 -1.525 -2.621
C 3.632 -2.045 -2.174
C 3.924 -2.031 -0.832
C 3.001 -1.487 0.073
N 1.837 -1.014 -0.325
C 1.523 -1.046 -1.642
C 0.231 -0.586 -1.923
O -0.589 -0.284 -0.913
H 0.435 -0.806 -5.296
H 4.337 -2.445 -2.891
H 4.861 -2.425 -0.465
H 3.213 -1.425 1.133

In the order shown, the computed energy relative to the best compared isomer or geometry (same formula, charge and spin) values come out to 0.000 0.000 2.660 0.405 eV.
In the order shown, the computed E_tot values come out to -95362.831 -164840.231 -8387.832 -65684.543 eV.